1.
# C24H26F3N5O2

A single C24H26F3N5O2 molecule in a non-equilibrium geometry (wB97M-V/def2-TZVPD, OMol25).

Computed properties:
maximum force = 1.09 eV/A
total energy = -1654.02537 a.u.
relative energy (zero: lowest compared OMol25 entry of this formula, charge and spin) = 0.00 kJ/mol

ORCA input file:
```
! RIJCOSX wB97M-V def2-TZVPD def2/J DEFGRID3
* xyz 0 1
C 2.245 4.002 -0.740
C 3.257 2.894 -0.747
C 4.538 3.140 -1.227
C 5.475 2.127 -1.272
C 5.159 0.871 -0.793
C 3.892 0.610 -0.276
C 2.916 1.620 -0.296
C 1.503 1.321 0.111
H 0.805 1.823 -0.555
H 1.318 0.252 0.058
H 1.293 1.662 1.125
N 3.553 -0.655 0.220
C 4.239 -1.825 -0.276
H 5.270 -1.914 0.111
C 3.433 -3.073 0.159
N 2.098 -2.670 0.545
C 1.112 -2.768 -0.379
O 1.272 -3.392 -1.418
C -0.192 -2.107 -0.137
N -0.663 -1.646 1.013
N -1.864 -1.119 0.726
C -2.170 -1.227 -0.593
C -1.109 -1.876 -1.184
H -0.982 -2.153 -2.208
N -3.389 -0.815 -1.064
H -3.439 -0.684 -2.063
C -4.141 0.135 -0.265
C -5.553 0.182 -0.757
C -6.364 -0.788 -1.269
C -7.600 -0.156 -1.551
C -7.446 1.145 -1.186
O -6.210 1.359 -0.706
H -8.112 1.984 -1.217
H -8.475 -0.611 -1.966
H -6.109 -1.815 -1.428
C -4.101 -0.339 1.200
H -4.669 0.348 1.827
H -4.563 -1.326 1.250
C -2.661 -0.454 1.711
H -2.620 -1.018 2.652
C -2.041 0.922 2.028
F -2.850 1.661 2.804
F -0.884 0.807 2.685
F -1.791 1.649 0.933
H -3.729 1.155 -0.334
C 2.098 -1.861 1.740
H 1.119 -1.403 1.862
C 3.215 -0.798 1.618
H 4.104 -1.113 2.191
H 2.881 0.156 2.021
H 2.285 -2.510 2.603
H 3.352 -3.786 -0.661
H 3.904 -3.559 1.018
H 4.278 -1.757 -1.365
H 5.906 0.093 -0.809
H 6.463 2.319 -1.667
H 4.794 4.128 -1.580
H 1.769 4.087 0.236
H 2.718 4.951 -0.981
H 1.464 3.815 -1.477
*
```

***

2.
# C24H26FN4

2 unconnected molecules or ions with the total composition C24H26FN4 in a non-equilibrium geometry (wB97M-V/def2-TZVPD, OMol25).

Computed properties:
maximum force = 2.05 eV/A
total energy = -1248.73678 a.u.

ORCA input file:
```
! RIJCOSX wB97M-V def2-TZVPD def2/J DEFGRID3
* xyz 1 1
F -1.946 -1.931 5.436
C -1.184 -1.049 4.732
C -1.728 0.174 4.341
C -0.960 1.010 3.530
C 0.344 0.644 3.067
C 0.997 1.567 2.211
C 2.383 1.632 1.918
C 2.857 2.859 1.356
C 4.184 3.027 0.982
C 5.115 1.987 1.154
C 4.698 0.804 1.771
C 3.375 0.631 2.168
C 0.854 -0.598 3.558
C 0.100 -1.444 4.373
H -2.736 0.450 4.640
H -1.339 2.001 3.278
H 0.386 2.402 1.855
H 2.161 3.700 1.282
H 4.510 3.970 0.523
H 6.138 2.081 0.804
H 5.411 -0.016 1.936
H 3.140 -0.272 2.721
H 1.866 -0.911 3.346
H 0.508 -2.399 4.691
C -0.791 1.369 -3.761
N -1.761 2.424 -3.495
C -2.812 2.493 -4.489
C -3.622 3.769 -4.438
N -3.881 4.171 -3.080
C -5.093 4.920 -2.873
C -4.969 5.848 -1.683
N -4.260 5.271 -0.556
C -4.452 6.033 0.670
C -3.220 4.412 -0.752
C -2.362 3.966 0.299
N -1.359 3.108 0.059
C -1.087 2.654 -1.159
C -1.953 2.949 -2.255
C -3.037 3.860 -2.061
H 0.188 1.595 -3.317
H -1.134 0.383 -3.400
H -0.681 1.310 -4.853
H -2.341 2.376 -5.468
H -3.504 1.639 -4.340
H -3.129 4.581 -4.999
H -4.577 3.588 -4.940
H -5.290 5.532 -3.757
H -5.959 4.249 -2.768
H -4.435 6.765 -2.011
H -5.959 6.149 -1.327
H -4.330 5.411 1.569
H -3.775 6.905 0.738
H -5.481 6.419 0.646
H -2.490 4.306 1.337
H -0.164 2.055 -1.288
*
```

***

Which of these has the highest maximum force? C24H26FN4